[1]
Here is a cluster of 2 separate species, C6H18NOSi in total in a non-equilibrium geometry from the Open Molecules 2025 dataset. Energies are from ωB97M-V/def2-TZVPD.

Results
* relative energy (zero: lowest compared OMol25 entry of this formula, charge and spin): 584.18 kJ/mol
* max |F|: 4.5 eV/A
* multiplicity: 1
* frontier orbital gap (spin up / spin down): 6.25 / 6.26 eV
* charge: +1

Last column: natural (NBO) charge in e.
CARTESIAN COORDINATES (ANGSTROEM)
C (-2.028, -0.484, -2.374)  -0.62
C (-1.595, 0.616, 0.023)  -0.64
C (2.434, -1.989, 1.360)  -1.10
C (0.014, -0.257, 2.903)  -1.19
C (-1.004, -0.269, -1.201)  -0.26
C (0.359, 0.463, -1.536)  -0.45
N (0.026, 1.799, -2.169)  -0.74
O (2.816, 0.645, 2.562)  -1.06
Si (1.702, -0.309, 2.022)  2.00
H (-2.907, 0.044, -2.152)  0.22
H (-2.122, -1.511, -2.390)  0.23
H (-1.407, -0.168, -3.284)  0.19
H (-2.112, -0.008, 0.710)  0.22
H (-0.802, 1.157, 0.540)  0.19
H (-2.264, 1.457, -0.348)  0.19
H (2.489, -1.779, 0.373)  0.26
H (3.459, -2.163, 1.625)  0.28
H (1.836, -2.857, 1.443)  0.27
H (-0.328, -1.223, 2.797)  0.26
H (-0.164, 0.080, 3.942)  0.30
H (-0.764, 0.352, 2.351)  0.29
H (-0.800, -1.200, -0.736)  0.20
H (0.713, -0.254, -2.428)  0.17
H (0.988, 2.262, -2.215)  0.46
H (-0.604, 2.275, -1.451)  0.43
H (-0.489, 1.782, -3.005)  0.41
H (2.553, 1.540, 2.640)  0.52

---

[2]
Here is a cluster of 3 separate species, C5H17NO2 in total in a non-equilibrium geometry from the Open Molecules 2025 dataset. Energies are from ωB97M-V/def2-TZVPD.

Results
* relative energy (zero: lowest compared OMol25 entry of this formula, charge and spin): 232.23 kJ/mol
* SMILES: CCCNCC.O.O
* max |F|: 8.4 eV/A
* multiplicity: 1
* frontier orbital gap: 10.08 eV
* charge: 0

Last column: natural (NBO) charge in e.
CARTESIAN COORDINATES (ANGSTROEM)
C (-0.985, 0.062, -2.269)  -0.39
C (-2.066, 0.874, -1.445)  -0.60
C (0.491, 0.417, -1.680)  -0.20
N (0.622, 0.362, -0.264)  -0.66
C (1.947, 0.937, 0.160)  -0.21
C (1.717, 2.016, 1.182)  -0.64
H (-0.949, 0.253, -3.318)  0.20
H (-1.154, -0.973, -2.324)  0.20
H (-2.977, 1.034, -2.032)  0.21
H (-2.361, 0.256, -0.631)  0.21
H (-1.745, 1.735, -1.218)  0.18
H (1.276, -0.143, -2.161)  0.20
H (0.551, 1.487, -2.011)  0.14
H (-0.103, 1.010, 0.067)  0.36
H (2.350, 1.370, -0.747)  0.18
H (2.637, 0.088, 0.550)  0.20
H (1.657, 1.503, 2.137)  0.22
H (0.879, 2.712, 0.965)  0.21
H (2.504, 2.687, 1.018)  0.22
H (0.510, -1.360, 1.182)  0.49
H (0.706, -1.456, 2.749)  0.47
O (0.652, -2.104, 1.835)  -0.96
H (-2.464, -1.988, 0.942)  0.46
H (-1.121, -2.228, 1.662)  0.48
O (-2.049, -2.190, 1.832)  -0.96

---

[3]
Here is a structure of composition C55H48ClGeNO6ReS3 in a non-equilibrium geometry from the Open Molecules 2025 dataset. Energies are from ωB97M-V/def2-TZVPD.

Results
* relative energy (zero: lowest compared OMol25 entry of this formula, charge and spin): 87.63 kJ/mol
* max |F|: 4.5 eV/A
* multiplicity: 4
* <S²>: 3.995
* frontier orbital gap (spin up / spin down): 2.96 / 4.99 eV
* charge: -2

Last column: Löwdin spin population.
CARTESIAN COORDINATES (ANGSTROEM)
Re (-1.039, 0.431, 0.475)  2.12
O (-0.077, -2.329, 0.175)  0.03
S (0.186, -3.723, -0.185)  0.01
C (0.939, -4.565, 1.351)  0.00
C (0.045, -4.422, 2.573)  0.00
C (0.094, -2.997, 3.126)  0.00
C (-1.007, -2.671, 4.113)  0.00
S (-2.439, -1.808, 3.224)  0.01
O (-1.765, -1.175, 2.105)  0.03
C (-3.159, -3.331, 2.537)  0.00
C (-3.853, -4.198, 3.371)  0.00
C (-4.398, -5.354, 2.845)  0.00
C (-4.261, -5.634, 1.491)  0.00
C (-3.580, -4.753, 0.661)  0.00
C (-3.033, -3.594, 1.181)  0.00
C (1.761, -3.677, -1.058)  0.00
C (2.433, -2.459, -1.082)  0.00
C (3.650, -2.351, -1.709)  0.00
C (4.195, -3.461, -2.357)  0.00
C (3.502, -4.668, -2.367)  0.00
C (2.291, -4.786, -1.721)  0.00
H (1.917, -4.114, 1.512)  0.00
H (1.061, -5.611, 1.068)  0.00
H (0.359, -5.133, 3.351)  0.00
H (-0.978, -4.683, 2.291)  0.00
H (0.003, -2.301, 2.284)  0.00
H (1.075, -2.817, 3.578)  0.00
H (-0.675, -1.925, 4.832)  0.00
H (-1.396, -3.540, 4.638)  0.00
H (-3.966, -3.965, 4.421)  0.00
H (-4.933, -6.042, 3.488)  0.00
H (-4.700, -6.536, 1.083)  0.00
H (-3.481, -4.960, -0.395)  0.00
H (-2.523, -2.887, 0.541)  0.00
H (1.958, -1.616, -0.605)  0.00
H (4.173, -1.405, -1.704)  0.00
H (5.146, -3.377, -2.863)  0.00
H (3.921, -5.518, -2.888)  0.00
H (1.757, -5.725, -1.727)  0.00
O (-4.292, -1.816, -1.109)  0.01
C (-3.725, -0.718, -1.042)  0.01
O (-2.684, -0.540, -0.337)  0.07
C (-4.315, 0.434, -1.823)  0.00
C (-5.456, 0.110, -2.557)  0.00
C (-6.117, 1.027, -3.346)  0.00
C (-5.618, 2.323, -3.426)  0.00
C (-4.503, 2.668, -2.704)  0.01
C (-3.833, 1.756, -1.868)  0.01
S (-2.520, 2.443, -0.978)  0.09
H (-5.806, -0.912, -2.477)  0.00
H (-7.007, 0.740, -3.894)  0.00
H (-6.107, 3.059, -4.053)  0.00
H (-4.103, 3.670, -2.746)  0.00
C (3.719, -0.565, 4.822)  0.05
C (2.642, -0.295, 3.818)  0.27
C (1.343, 0.077, 4.197)  0.06
C (0.405, 0.397, 3.253)  0.13
N (0.630, 0.373, 1.912)  0.25
C (1.900, 0.024, 1.547)  0.12
C (2.888, -0.301, 2.434)  0.04
H (3.300, -0.735, 5.813)  0.00
H (4.391, 0.295, 4.885)  0.02
H (4.319, -1.432, 4.541)  0.01
H (1.071, 0.118, 5.244)  0.00
H (-0.578, 0.691, 3.581)  0.01
H (2.105, 0.064, 0.487)  0.00
H (3.870, -0.549, 2.054)  0.00
C (0.148, 0.867, -0.889)  -0.39
Ge (1.281, 1.550, -2.259)  -0.06
C (3.115, 1.817, -1.499)  0.00
C (4.302, 1.407, -2.091)  0.00
C (5.517, 1.590, -1.448)  0.00
C (5.562, 2.203, -0.208)  0.00
C (4.383, 2.624, 0.389)  0.00
C (3.175, 2.430, -0.251)  0.00
C (0.795, 3.363, -2.916)  -0.01
C (1.670, 4.433, -2.787)  0.00
C (1.328, 5.688, -3.258)  0.00
C (0.103, 5.882, -3.871)  0.00
C (-0.773, 4.819, -4.013)  0.00
C (-0.431, 3.568, -3.536)  0.00
C (1.355, 0.414, -3.887)  -0.01
C (0.814, -0.864, -3.858)  0.00
C (0.850, -1.672, -4.981)  0.00
C (1.395, -1.194, -6.164)  0.00
C (1.891, 0.098, -6.216)  0.00
C (1.881, 0.891, -5.082)  0.00
H (4.269, 0.936, -3.065)  0.00
H (6.437, 1.262, -1.916)  0.00
H (6.509, 2.336, 0.305)  0.00
H (4.415, 3.111, 1.353)  0.00
H (2.247, 2.731, 0.221)  0.00
H (2.628, 4.274, -2.306)  0.00
H (2.018, 6.517, -3.156)  0.00
H (-0.171, 6.865, -4.233)  0.00
H (-1.725, 4.975, -4.504)  0.00
H (-1.124, 2.742, -3.620)  0.00
H (0.362, -1.205, -2.939)  0.00
H (0.451, -2.677, -4.937)  0.00
H (1.423, -1.819, -7.050)  0.00
H (2.286, 0.484, -7.149)  0.00
H (2.262, 1.906, -5.128)  0.00
Cl (-0.997, 7.678, 3.929)  0.00
C (-1.396, 5.994, 3.721)  0.00
C (-1.021, 5.345, 2.557)  0.00
C (-1.352, 4.010, 2.397)  0.00
C (-2.046, 3.336, 3.397)  0.00
C (-2.397, 4.008, 4.560)  0.00
C (-2.082, 5.343, 4.732)  0.00
C (-2.449, 1.862, 3.232)  0.01
O (-2.894, 1.270, 4.226)  0.01
O (-2.287, 1.386, 2.091)  0.05
H (-0.482, 5.874, 1.782)  0.00
H (-1.079, 3.485, 1.487)  0.00
H (-2.926, 3.461, 5.329)  0.00
H (-2.363, 5.871, 5.632)  0.00